1.
111
Properties=species:S:1:pos:R:3:lowdin_charge:R:1 method="wB97M-V/def2-TZVPD" energy_ha=-4707.271412 max_force_ev_per_a=1.658 spin_multiplicity=1 homo_ev="-3.52 / -3.52" relative_energy_kj_mol=23.4 charge=-1
Ti -0.40297 2.00681 0.94062 0.746
C 3.30222 6.21565 1.41625 -0.115
C 2.09940 6.37855 2.09625 -0.093
C 1.30693 5.28236 2.38599 -0.026
C 1.69534 3.99348 2.00665 -0.296
C 2.91282 3.83745 1.34832 -0.026
C 3.70284 4.94114 1.04779 -0.091
N 0.83103 2.90673 2.27236 -0.065
C 0.54612 2.63871 3.60840 -0.255
C 1.38475 2.89873 4.69289 -0.035
C 0.98839 2.52603 5.96967 -0.121
C -0.23403 1.89342 6.17717 -0.121
C -1.08328 1.64461 5.10885 -0.029
C -0.69956 2.03008 3.83043 -0.248
N -1.42621 1.90625 2.65617 -0.210
N -2.74232 1.62297 2.77829 0.041
C -3.28758 1.67675 1.58458 -0.427
C -4.67885 1.42716 1.39827 -0.032
C -5.21381 1.50294 0.15569 -0.102
C -4.38047 1.85127 -0.94362 -0.100
C -3.05999 2.09076 -0.71344 -0.204
N -2.47819 1.99605 0.51474 -0.048
H 3.91787 7.07470 1.17927 0.089
H 1.77207 7.36906 2.39023 0.095
H 0.36033 5.40128 2.89953 0.123
H 3.24939 2.84426 1.08499 0.092
H 4.64317 4.79542 0.52847 0.096
H 2.33925 3.38424 4.52845 0.107
H 1.64395 2.72301 6.81006 0.087
H -0.52401 1.59038 7.17603 0.087
H -2.04324 1.16463 5.24062 0.099
H -5.26059 1.17142 2.27290 0.103
H -6.26782 1.30384 0.00094 0.093
H -4.76918 1.92671 -1.94940 0.089
H -2.40251 2.36254 -1.52666 0.059
C 4.75885 -0.76498 0.41583 -0.089
C 4.61819 -0.18568 -0.83818 -0.088
C 3.51073 0.59139 -1.12938 -0.042
C 2.52450 0.78327 -0.16167 -0.264
C 2.66848 0.21128 1.09729 -0.066
C 3.78533 -0.55885 1.38070 -0.082
N 1.39651 1.65727 -0.36540 -0.010
N 1.43783 2.31858 -1.42056 0.069
C 0.49260 3.36591 -1.51874 -0.299
C 0.60675 4.17988 -2.64830 -0.037
C -0.18759 5.30578 -2.74017 -0.093
C -1.06951 5.60112 -1.70285 -0.083
C -1.17587 4.76307 -0.60069 -0.102
C -0.40509 3.60867 -0.47607 -0.153
H 5.62641 -1.37340 0.63970 0.102
H 5.37393 -0.34460 -1.59723 0.101
H 3.41256 1.05385 -2.09836 0.096
H 1.91200 0.37114 1.85005 0.052
H 3.88812 -0.99988 2.36428 0.112
H 1.33072 3.93595 -3.41865 0.098
H -0.11627 5.96001 -3.59996 0.094
H -1.68539 6.49098 -1.76390 0.097
H -1.89707 5.00265 0.17321 0.105
S -1.08524 0.16660 -2.58563 0.716
C -0.26745 0.49626 -3.98087 -0.853
N 1.01197 0.93848 -4.07889 0.025
C 1.33804 1.31042 -5.44507 -0.157
C 0.33652 0.45118 -6.22313 -0.160
N -0.74668 0.35148 -5.25378 0.011
H 1.42513 1.37230 -3.27639 0.065
H 2.37230 1.07595 -5.69246 0.113
H 1.15938 2.37705 -5.62570 0.111
H 0.76378 -0.53071 -6.45386 0.116
H 0.00917 0.92515 -7.14693 0.110
H -1.52306 -0.27683 -5.37659 0.125
C -0.29220 -3.97982 3.53766 -0.236
Si -1.29661 -4.40274 2.00613 0.291
C -1.00646 -6.24469 1.68238 -0.223
C -3.11918 -4.14197 2.40803 -0.224
Si -0.70370 -3.03709 0.18831 0.011
Te -0.86212 -0.85644 1.37501 0.593
Si 1.37082 -3.74594 -0.59493 0.331
C 1.26268 -5.48887 -1.32266 -0.214
C 1.96613 -2.60168 -1.95985 -0.209
C 2.61512 -3.78378 0.81905 -0.216
Si -2.29779 -3.47355 -1.49380 0.331
C -2.82577 -5.28990 -1.40014 -0.227
C -3.82657 -2.41830 -1.23955 -0.217
C -1.61887 -3.29832 -3.24963 -0.238
H -0.62297 -4.59164 4.38288 0.025
H -0.40690 -2.92619 3.79818 -0.006
H 0.77191 -4.16974 3.37438 0.014
H -1.36520 -6.83151 2.53415 0.024
H 0.06116 -6.45062 1.56665 0.012
H -1.51905 -6.59915 0.78686 0.004
H -3.37969 -4.61737 3.35866 0.024
H -3.76845 -4.55693 1.63365 0.009
H -3.33000 -3.07264 2.48968 0.017
H 0.67886 -5.48733 -2.24650 0.011
H 0.79057 -6.18995 -0.63112 0.005
H 2.26196 -5.86776 -1.55987 0.025
H 1.30740 -2.67995 -2.82961 0.014
H 2.98849 -2.83655 -2.27278 0.030
H 1.93959 -1.56498 -1.62274 0.004
H 2.42145 -4.63986 1.47139 0.019
H 2.52952 -2.87717 1.42183 0.005
H 3.64307 -3.85866 0.45119 0.026
H -3.29447 -5.52922 -0.44374 0.005
H -1.97160 -5.95932 -1.53324 0.016
H -3.54968 -5.50767 -2.19232 0.026
H -4.30906 -2.68359 -0.29439 0.024
H -4.54630 -2.57057 -2.05024 0.027
H -3.57774 -1.35734 -1.19315 0.002
H -0.85642 -4.06019 -3.43695 0.011
H -1.17861 -2.31618 -3.41100 -0.056
H -2.42510 -3.44503 -3.97719 0.026

=====

2.
108
Properties=species:S:1:pos:R:3:lowdin_charge:R:1 method="wB97M-V/def2-TZVPD" energy_ha=-2923.015402 max_force_ev_per_a=1.277 spin_multiplicity=1 homo_ev=-7.47 relative_energy_kj_mol=56.9 charge=0
Mg 1.68056 0.91913 0.24049 0.623
C -2.49770 1.26746 -3.61480 -0.093
C -2.41429 1.78293 -2.17367 -0.672
C -3.42250 2.91292 -1.96044 -0.079
C -2.81067 0.62468 -1.23669 -0.075
P -0.62684 2.20591 -1.78689 1.129
C -0.82125 3.19867 -0.23676 -0.294
N -1.01921 2.31803 0.90268 -0.052
B -0.21357 1.14275 1.22665 -0.446
N -0.88350 0.61462 2.39955 -0.023
C -0.52941 -0.57021 3.15810 -0.287
P -0.45226 -2.12381 2.14293 1.143
C -1.73343 -3.18979 3.00657 -0.713
C -3.06058 -2.58692 2.51089 -0.110
C -1.74906 -3.22376 4.53750 -0.086
C -1.64809 -4.62748 2.48627 -0.107
C 1.29169 -2.70364 2.48441 -0.701
C 2.21289 -1.54918 2.04537 -0.115
C 1.61141 -3.09037 3.92905 -0.083
C 1.59442 -3.88730 1.55127 -0.101
C -2.00688 1.39542 2.71887 -0.168
C -2.95087 1.28514 3.73127 -0.027
C -3.96350 2.24250 3.81332 -0.104
C -4.02546 3.29696 2.90818 -0.104
C -3.07865 3.41513 1.89119 -0.030
C -2.08454 2.45334 1.79592 -0.191
C 0.06273 3.46808 -2.98562 -0.704
C 0.53010 2.70538 -4.23587 -0.103
C 1.32055 4.05243 -2.31903 -0.105
C -0.86159 4.61443 -3.39325 -0.090
H -3.47287 0.79257 -3.76528 0.091
H -1.73184 0.51529 -3.82761 0.047
H -2.40642 2.07301 -4.34708 0.069
H -4.40339 2.57411 -2.31473 0.093
H -3.17484 3.82375 -2.50231 0.060
H -3.53464 3.15523 -0.90110 0.061
H -3.80009 0.25907 -1.53745 0.095
H -2.87390 0.94284 -0.19236 0.078
H -2.11634 -0.21138 -1.29453 0.051
H -1.64751 3.90100 -0.32383 0.075
H 0.08331 3.78843 -0.10266 0.079
H -1.27055 -0.71359 3.93199 0.051
H 0.42331 -0.42110 3.66584 0.086
H -3.18913 -1.54616 2.82251 0.066
H -3.89807 -3.16317 2.91971 0.087
H -3.12629 -2.61372 1.41967 0.074
H -1.80189 -2.23326 4.99200 0.068
H -0.88568 -3.73797 4.95491 0.064
H -2.64368 -3.76758 4.86210 0.087
H -1.54899 -4.66332 1.39701 0.068
H -2.56549 -5.16385 2.75379 0.087
H -0.81048 -5.17033 2.92607 0.068
H 2.14518 -0.66419 2.68420 0.067
H 1.99129 -1.26305 1.00565 0.042
H 3.25322 -1.88956 2.06465 0.101
H 1.28133 -2.33187 4.64463 0.080
H 2.69623 -3.20328 4.04482 0.087
H 1.15560 -4.04350 4.20265 0.069
H 1.42986 -3.61575 0.50476 0.075
H 0.99433 -4.76836 1.77299 0.059
H 2.64872 -4.16930 1.65979 0.088
H -2.91548 0.48195 4.45702 0.098
H -4.70637 2.16335 4.59777 0.096
H -4.80680 4.04118 2.99978 0.096
H -3.12286 4.24873 1.20084 0.100
H 1.25108 1.92588 -3.97176 0.057
H 1.02684 3.40231 -4.92105 0.088
H -0.29175 2.23701 -4.77588 0.060
H 1.92259 3.28468 -1.82026 0.068
H 1.08250 4.82556 -1.58762 0.078
H 1.95386 4.50904 -3.08611 0.089
H -1.69031 4.26926 -4.01319 0.069
H -0.29483 5.34647 -3.98115 0.088
H -1.27403 5.13783 -2.52602 0.079
F 5.09161 1.55178 4.51039 0.058
C 4.90873 1.30430 3.19856 -0.281
C 3.73413 1.69831 2.58894 -0.075
C 3.52690 1.44839 1.23257 -0.128
C 4.55245 0.78590 0.52401 -0.169
C 5.70916 0.39629 1.18737 -0.230
F 6.67690 -0.28819 0.53235 0.055
C 5.91617 0.63726 2.52788 0.059
C 4.33762 0.49184 -0.93042 -0.193
C 5.35557 0.47044 -1.88012 0.002
C 5.05768 0.17996 -3.19789 -0.042
C 3.74649 -0.08654 -3.56820 -0.052
C 2.77872 -0.01622 -2.59351 -0.125
N 3.05766 0.27468 -1.31171 0.053
H 2.98838 2.20464 3.19387 0.108
H 6.81501 0.30594 3.02882 0.130
H 6.36742 0.69220 -1.57632 0.117
H 5.84808 0.16154 -3.93915 0.113
H 3.47909 -0.34104 -4.58426 0.109
H 1.73954 -0.21148 -2.82203 0.076
N -0.10881 -1.32626 -1.44183 0.087
C -0.65863 -2.18583 -2.39566 -0.322
C -0.63480 -1.84564 -3.75019 -0.064
C -1.14172 -2.71591 -4.70548 -0.093
C -1.68041 -3.94160 -4.33472 -0.111
C -1.70910 -4.27926 -2.98616 -0.093
C -1.20714 -3.41491 -2.02317 -0.037
H -0.41164 -1.46626 -0.48254 0.011
H -0.13957 -0.34830 -1.70044 -0.014
H -0.21632 -0.88791 -4.05069 0.090
H -1.11436 -2.43130 -5.75100 0.101
H -2.07553 -4.61813 -5.08143 0.095
H -2.13378 -5.22729 -2.67622 0.101
H -1.24071 -3.67906 -0.97227 0.090

=====

Question: The highest charge belongs to which entry?
Answer: C41H57BF2MgN4P2